The following is a DFT calculation (the ωB97M-V functional and the def2-TZVPD basis) of the molecule C6H13NS at a distorted geometry.

Computed properties:
charge = 0
SMILES = C[C@@H]1[C@H](N)C[C@]1(C)S
LUMO = 0.027 Eh
energy above the lowest of the compared OMol25 structures with the same formula, charge and spin = 1.097 eV
Kohn-Sham gap = 9.579 eV

Last column: Mulliken charge in e.
Cartesian coordinates (Å):
H: -0.234 -0.177 -2.387  0.3028
H: 1.934 -1.402 -0.673  0.3039
N: 2.080 0.687 -0.986  -0.6127
H: -2.082 -1.883 0.237  0.3660
H: 2.882 0.741 -0.320  0.3034
H: -2.409 -0.535 1.305  0.3359
C: 0.954 0.700 1.656  -1.3803
H: 0.745 1.752 1.296  0.2797
S: -1.054 1.726 -0.486  -0.2298
H: -2.232 1.727 -1.127  0.1355
H: 1.512 1.542 -0.868  0.3138
H: -0.231 -1.720 -1.561  0.3108
C: 0.443 -0.394 0.646  -0.1456
H: 0.240 0.675 2.495  0.4046
C: -0.870 -0.107 -0.202  0.7855
H: -3.009 -0.471 -0.306  0.4109
H: 1.987 0.476 1.942  0.3739
C: -0.084 -0.673 -1.384  -0.8782
C: -2.162 -0.803 0.280  -1.5076
H: 0.332 -1.366 1.135  0.3919
C: 1.258 -0.497 -0.692  -0.2645